[1]
Density functional theory data (wB97M-V/def2-TZVPD) for a cluster of 6 separate species, C2H15NO5 in total in a non-equilibrium geometry.

Structure (XYZ):
```
23
Properties=species:S:1:pos:R:3:forces:R:3:nbo_charge:R:1
C 0.60828 0.64200 2.72086 -1.4 -0.3 0.5 -0.58
C 0.35395 0.05885 1.53878 1.0 0.0 0.7 -0.03
N 1.27339 -0.46303 0.67579 0.1 -0.2 0.3 -0.85
H 1.47792 0.56537 3.35044 0.6 0.2 -0.5 0.20
H -0.27993 0.92107 3.27671 0.1 0.2 0.0 0.20
H -0.66274 -0.04681 1.19957 -0.2 0.2 -0.1 0.23
H 0.90026 -0.82333 -0.17599 0.2 -0.3 -0.4 0.41
H 2.26251 -0.49190 0.87373 -0.3 0.1 0.0 0.39
H -2.54964 0.72481 -1.12654 -0.1 1.6 -0.3 0.53
H -0.90355 1.60118 -0.65803 -0.8 0.9 -0.7 0.54
O -1.76002 1.00046 -0.65323 0.1 -1.2 0.6 -1.02
H 0.80222 1.63407 -1.17713 0.7 0.1 0.3 0.52
H 0.61059 1.90332 0.39502 0.4 0.0 -0.4 0.51
O 0.42629 2.23474 -0.50455 -0.9 -0.1 -0.1 -0.94
H -1.19411 -0.04018 -1.25227 -0.1 -1.4 0.3 0.51
H -0.76538 -1.84358 -1.76964 -1.0 0.0 -0.5 0.50
O -0.65295 -0.97360 -1.40530 1.4 0.1 0.4 -1.13
H -0.52412 -2.57914 1.72023 0.1 -0.1 0.4 0.47
H -1.24782 -2.30632 0.45297 -0.3 0.0 0.3 0.47
O -1.40726 -2.65287 1.34808 0.3 0.1 -0.6 -0.94
H 0.72270 -0.31005 -2.21074 -0.1 0.2 0.0 0.50
H 1.88958 0.03970 -3.17229 0.0 0.3 0.1 0.48
O 1.37741 0.38876 -2.43322 0.2 -0.3 -0.2 -1.01
```
Forces are in eV/Å.

Kohn-Sham gap in eV: 8.48
Energy relative to the best compared isomer or geometry (same formula, charge and spin) in eV: 1.864
HOMO energy in eV: -8.1944
E_tot in eV: -14043.5667
Lowest unoccupied orbital energy in eV: 0.282
SMILES string: C=CN.O.O.O.O.O

[2]
Density functional theory data (wB97M-V/def2-TZVPD) for a cluster of 6 separate species, C2H15O6 in total in a non-equilibrium geometry.

Structure (XYZ):
```
23
Properties=species:S:1:pos:R:3:forces:R:3:nbo_charge:R:1
C 1.99750 1.34751 -0.57933 0.7 0.9 0.7 -0.05
O 0.68841 1.78369 -0.34570 0.0 -0.3 0.2 -0.76
C 2.15113 -0.05156 -1.13648 -0.9 0.3 -0.7 -0.65
H 2.61779 1.49728 0.32435 -0.1 -0.3 0.1 0.13
H 2.43272 2.07764 -1.27391 -0.1 -0.2 -0.2 0.15
H 2.00371 -0.86888 -0.43339 0.3 0.2 0.3 0.20
H 3.09448 -0.11984 -1.67118 0.2 -0.3 0.1 0.20
H 1.34134 -0.15258 -1.86771 0.2 -0.2 -0.1 0.22
H 0.18534 1.09081 0.14404 -0.4 0.1 -0.4 0.52
H -2.01279 -0.13183 0.47584 -0.6 0.0 -0.2 0.44
O -1.06342 -0.08417 0.52641 0.4 -0.1 -0.1 -1.22
H -0.79077 -1.32582 -0.22544 0.2 -0.6 0.1 0.51
H 0.32270 -2.41560 -0.53270 0.1 -0.1 -0.1 0.46
O -0.61692 -2.27344 -0.65643 -0.1 0.4 0.3 -1.04
H -1.15876 -0.33436 3.45229 -0.2 0.2 -0.3 0.46
H -0.54404 -0.59629 2.00882 -0.4 0.4 0.8 0.51
O -0.36067 -0.61315 3.00366 0.6 -0.5 -0.3 -1.03
H -0.88432 2.21622 2.36111 0.1 -0.1 -0.1 0.47
H -1.89899 1.31419 1.70208 0.5 0.2 0.1 0.49
O -1.83048 2.05745 2.33018 -0.5 0.0 0.0 -0.98
H -2.14449 -0.75105 -2.72579 0.0 0.6 0.2 0.45
H -1.54692 -1.98858 -2.02137 0.1 0.2 -0.6 0.51
O -1.98258 -1.67763 -2.85936 -0.1 -0.7 0.1 -1.00
```
Forces are in eV/Å.

Kohn-Sham gap in eV: 9.68
Total charge: -1
Energy relative to the best compared isomer or geometry (same formula, charge and spin) in eV: 0.515
HOMO energy in eV: -6.0323
E_tot in eV: -14604.2498
Lowest unoccupied orbital energy in eV: 3.649

[3]
Density functional theory data (wB97M-V/def2-TZVPD) for a cluster of 6 separate species, C2H15O6 in total in a non-equilibrium geometry.

Structure (XYZ):
```
23
Properties=species:S:1:pos:R:3:forces:R:3:nbo_charge:R:1
C -1.24398 -1.47499 1.15191 1.1 -2.0 -1.9 -0.07
O -1.33741 -1.07519 -0.17953 -0.7 1.6 -1.8 -0.82
C -0.99084 -0.47801 2.21160 0.5 -0.2 2.2 -0.66
H -0.31139 -2.10563 1.06645 -1.2 -0.5 1.1 0.17
H -2.22347 -2.01038 1.26210 1.1 0.0 0.6 0.16
H 0.06808 -0.31597 2.43683 -0.1 -0.1 -0.4 0.23
H -1.41443 -0.80691 3.18351 0.0 0.0 -0.5 0.20
H -1.41344 0.46636 2.02132 -0.8 1.3 -0.4 0.20
H -0.55330 -0.57142 -0.63318 -0.6 -0.5 1.5 0.50
H -0.07455 1.10871 -1.23780 -4.6 5.5 -1.3 0.44
O 0.46307 0.44317 -1.13472 4.8 -4.9 0.7 -1.14
H 1.08071 1.08920 0.11541 0.3 0.4 1.8 0.50
H 0.16510 1.24863 1.18890 -5.8 -1.1 1.2 0.45
O 1.01161 1.46415 1.11684 6.3 0.5 -2.4 -1.01
H 1.80406 -1.88686 -2.10353 0.2 -0.3 0.2 0.48
H 1.69330 -0.77165 -1.17929 1.0 -0.7 0.6 0.49
O 2.23768 -1.59245 -1.28342 -0.6 0.6 -0.4 -0.99
H -0.72459 -1.34875 -2.78135 1.9 0.4 -0.6 0.46
H 0.50110 -0.37413 -2.37797 -1.3 -1.2 -1.6 0.50
O 0.19468 -1.10060 -3.11703 -1.2 0.6 1.3 -1.05
H 0.11874 3.13703 -0.61818 -0.2 1.3 1.6 0.45
H 0.83169 3.26740 0.66727 1.0 -1.0 1.1 0.49
O 0.11760 3.68829 0.22386 -1.2 0.4 -2.9 -0.96
```
Forces are in eV/Å.

Kohn-Sham gap in eV: 9.66
Total charge: -1
Energy relative to the best compared isomer or geometry (same formula, charge and spin) in eV: 2.254
HOMO energy in eV: -5.9537
E_tot in eV: -14602.5108
Lowest unoccupied orbital energy in eV: 3.711

[4]
Density functional theory data (wB97M-V/def2-TZVPD) for a cluster of 5 separate species, C2H16N2O4 in total in a non-equilibrium geometry.

Structure (XYZ):
```
24
Properties=species:S:1:pos:R:3:forces:R:3:nbo_charge:R:1
C 0.21884 -0.72831 -1.74866 0.8 0.9 0.8 -0.24
C 0.39384 -2.15993 -1.25223 -1.2 0.1 -0.6 -0.23
N 1.24129 -2.19600 -0.07998 -0.6 -1.0 0.3 -0.87
N 1.54985 -0.01868 -1.68249 -1.4 -1.0 -0.2 -0.87
H -0.48853 -0.12701 -1.13141 0.4 -0.7 -0.2 0.20
H -0.16494 -0.73876 -2.76030 -0.2 0.0 -0.3 0.18
H 0.76909 -2.80642 -2.06426 0.1 0.3 0.1 0.16
H -0.64110 -2.53549 -1.04452 0.8 0.1 0.2 0.19
H 1.48268 -3.17070 0.05371 0.5 0.2 0.3 0.37
H 2.05657 -1.60345 -0.18233 0.0 -0.1 -0.3 0.40
H 1.37029 0.90756 -1.32231 0.5 0.2 -0.4 0.38
H 1.90527 -0.05409 -2.62747 0.4 0.7 0.2 0.36
H 0.94364 2.48911 1.66682 0.4 -0.5 0.1 0.47
H 0.36778 2.63408 0.33499 0.0 -0.6 -0.3 0.50
O 1.01716 2.06995 0.79567 -0.5 0.9 0.2 -0.97
H -3.02557 -0.04327 2.02977 0.0 -0.1 0.3 0.48
H -1.50009 -0.02348 1.67636 0.2 -0.4 0.2 0.51
O -2.38733 0.26215 1.38826 -0.1 0.4 -0.5 -1.00
H -2.39063 2.37066 -0.64547 0.5 0.9 -0.7 0.47
H -2.04332 1.94874 0.61607 0.8 0.2 0.8 0.50
O -1.71999 2.64683 0.00352 -1.3 -1.1 -0.1 -0.98
H 0.37724 -1.48894 1.36192 0.0 0.4 0.4 0.50
H 0.59629 -0.03175 1.31279 0.0 0.4 0.4 0.48
O 0.19304 -0.67930 1.91531 -0.1 -0.2 -0.6 -1.00
```
Forces are in eV/Å.

Kohn-Sham gap in eV: 10.17
Energy relative to the best compared isomer or geometry (same formula, charge and spin) in eV: 0.793
HOMO energy in eV: -9.4137
E_tot in eV: -13504.1384
Lowest unoccupied orbital energy in eV: 0.751
SMILES string: NCCN.O.O.O.O

[5]
Density functional theory data (wB97M-V/def2-TZVPD) for a cluster of 6 separate species, C2H16N2O4 in total in a non-equilibrium geometry.

Structure (XYZ):
```
24
Properties=species:S:1:pos:R:3:forces:R:3:nbo_charge:R:1
C -0.68382 0.55740 1.54034 -0.4 -0.5 1.0 -0.44
N -0.78251 -0.84855 1.36749 0.4 1.5 -1.2 -0.53
C 1.25176 0.06303 -1.54617 -0.1 0.3 -0.5 -0.44
N 0.39375 1.18798 -1.63257 -1.0 -1.3 -0.5 -0.61
H 0.02469 0.75200 2.34441 0.2 0.1 -0.1 0.23
H -1.64649 0.98803 1.78865 -0.2 0.2 -0.3 0.24
H -0.29832 1.09905 0.64501 0.3 0.1 -0.1 0.25
H 0.15813 -1.24752 1.28272 -0.1 -1.0 0.4 0.43
H 2.10312 0.32043 -0.86721 0.2 -0.3 0.7 0.30
H 1.67093 -0.17570 -2.52198 0.3 0.1 0.0 0.21
H 0.21006 1.45576 -2.59507 0.3 0.7 0.2 0.39
H -0.51268 0.98907 -1.22220 -0.1 0.4 -0.1 0.42
H 0.72098 -0.81414 -1.16851 0.1 0.0 0.3 0.24
H 2.73453 0.72562 1.79509 0.0 0.2 -0.2 0.45
O 2.59401 0.18458 1.00735 -0.3 0.1 -0.4 -0.92
H 2.35227 -2.45542 2.15415 0.0 0.2 -0.1 0.48
H 2.13489 -1.01468 1.26420 0.4 -0.5 0.5 0.48
O 1.75180 -1.97583 1.57525 -0.3 0.0 -0.3 -1.00
H -1.48459 -1.13547 0.67954 -0.1 -0.3 -0.1 0.41
H -2.45324 -1.50366 -1.46278 0.0 0.1 -0.2 0.45
O -1.82147 -0.77323 -1.43185 0.9 -0.7 0.9 -0.97
H -2.39021 0.46596 -0.92172 -0.8 0.7 -0.4 0.49
H -3.33267 1.72563 -1.36299 0.0 -0.2 -0.1 0.47
O -2.69489 1.42963 -0.71117 0.4 -0.1 0.5 -1.03
```
Forces are in eV/Å.

Kohn-Sham gap in eV: 3.98
Energy relative to the best compared isomer or geometry (same formula, charge and spin) in eV: 9.408
HOMO energy in eV: -9.2324
E_tot in eV: -13495.5238
Lowest unoccupied orbital energy in eV: -5.252